A molecular structure, C24H30CrF7O29P2, computed with the ωB97M-V functional and the def2-TZVPD basis.

## Properties
F_max: 0.044 Eh/bohr
Kohn-Sham gap (spin up / spin down): 0.2648 / 0.3069 Ha
highest occupied orbital energy (spin up / spin down): -6.2 / -7.5 eV
spin multiplicity: 5
energy: -150785.0630 eV
charge: -1
energy above the lowest of the compared OMol25 structures with the same formula, charge and spin: 0.0 kJ/mol

CARTESIAN COORDINATES (ANGSTROEM)
Cr 1.124 -0.997 -1.869
P -0.152 0.137 -0.298
O -0.438 -1.375 -0.610
O -0.218 0.598 -1.820
O 1.437 0.092 -0.213
O -0.863 0.822 0.813
C -1.187 1.177 -4.865
C -2.013 0.013 -4.325
O -1.934 -0.902 -5.402
C -0.761 -0.689 -6.054
O -0.228 -1.476 -6.761
O -0.274 0.542 -5.771
F -3.287 0.459 -4.157
H -0.681 1.766 -4.108
H -1.865 1.821 -5.429
H -1.660 -0.345 -3.360
C 1.425 2.374 2.921
C 2.700 1.902 2.303
O 3.417 1.434 3.416
C 3.010 2.198 4.489
O 3.609 2.304 5.502
O 1.824 2.804 4.207
F 3.458 2.885 1.706
H 0.794 1.486 2.967
H 0.951 3.117 2.282
H 2.543 1.102 1.580
C -3.481 1.058 2.688
C -2.458 1.811 3.533
O -3.068 1.744 4.813
C -3.738 0.557 4.872
O -4.053 0.009 5.869
O -3.997 0.112 3.618
F -2.313 3.103 3.157
H -3.012 0.608 1.816
H -4.270 1.720 2.326
H -1.473 1.347 3.582
C 2.288 2.944 -1.130
C 1.791 3.019 -2.549
O 2.901 3.428 -3.269
C 3.799 4.011 -2.407
O 4.762 4.609 -2.754
O 3.454 3.783 -1.124
F 0.814 4.009 -2.584
H 2.630 1.943 -0.878
H 1.522 3.261 -0.430
H 1.334 2.073 -2.820
C 0.662 -1.894 2.541
C -0.796 -1.563 2.873
O -0.713 -1.236 4.240
C 0.537 -0.756 4.497
O 0.837 -0.140 5.456
O 1.364 -1.074 3.482
F -1.577 -2.682 2.701
H 0.987 -1.692 1.525
H 0.783 -2.957 2.773
H -1.292 -0.802 2.276
C -1.753 3.350 -0.484
C -2.857 2.398 -1.009
O -3.239 3.028 -2.202
C -2.835 4.330 -2.218
O -3.116 5.108 -3.063
O -2.100 4.582 -1.128
F -3.967 2.329 -0.206
H -0.800 3.018 -0.879
H -1.840 3.455 0.592
H -2.464 1.404 -1.163
C -3.648 -1.085 -1.128
C -3.582 -2.111 -0.012
O -3.989 -3.298 -0.605
C -4.629 -3.021 -1.790
O -5.272 -3.809 -2.392
O -4.382 -1.753 -2.165
F -4.500 -1.787 0.980
H -2.664 -0.864 -1.534
H -4.152 -0.183 -0.787
H -2.624 -2.138 0.498
C 4.689 -3.731 1.447
O 4.024 -2.899 0.492
P 3.164 -3.537 -0.662
O 2.541 -2.508 -1.502
O 4.137 -4.502 -1.432
C 5.369 -3.961 -1.957
O 2.179 -4.518 0.053
C 0.737 -4.406 -0.089
H 4.641 -3.216 2.402
H 5.699 -3.960 1.119
H 4.159 -4.677 1.596
H 5.294 -2.883 -2.120
H 5.510 -4.417 -2.932
H 6.183 -4.157 -1.267
H 0.433 -3.426 -0.454
H 0.323 -4.559 0.905
H 0.379 -5.197 -0.744

Results of the Löwdin charge analysis, in e, for atoms 1 through 6:
1 Cr 0.8887
2 P 0.0566
3 O -0.4326
4 O -0.4252
5 O -0.4341
6 O -0.2771